(1)
Entry from the OMol25 dataset: a cluster of 9 separate species, C12H42N10O9 in total (ωB97M-V/def2-TZVPD).

Calculated values
**Kohn-Sham gap**: 8.828 eV
**Net charge**: 0
**Total energy**: -1707.01272 Ha
**2S+1**: 1
**LUMO level**: -0.2 eV
**SMILES string**: NC(N)=O.NC(N)=O.NC(N)=O.NC(N)=O.NC(N)=O.CCO.CCO.CCO.CO
**ΔE to the lowest compared entry with this formula, charge and spin**: 176.03 kcal/mol

Atoms and positions in Å:
N  2.2553  2.4876  -0.4629
C  2.7755  2.3950  -1.6286
N  4.1068  2.2161  -1.5423
O  1.9982  2.3933  -2.7427
H  1.2535  2.8563  -0.5651
H  2.7170  2.8461  0.4114
H  4.6400  2.2145  -2.4335
H  4.5090  1.9047  -0.6571
N  -0.8521  0.2181  1.2088
C  -1.3302  0.4885  0.0083
N  -0.3775  0.9007  -0.7276
O  -2.6443  0.5039  -0.3241
H  -1.5660  0.0934  1.9688
H  -0.0488  -0.3511  1.3714
H  -0.5303  0.9589  -1.7624
H  0.5160  0.6393  -0.4190
N  -1.1634  1.4193  -3.2781
C  -0.6600  0.9742  -4.4176
N  0.5550  1.4596  -4.7247
O  -1.5306  0.3594  -5.2513
H  -2.1680  1.1583  -3.3339
H  -0.9703  2.3920  -3.0579
H  1.0692  1.1268  -5.6196
H  1.1717  1.9238  -4.0594
N  1.2182  -1.6926  2.3147
C  1.0999  -1.1329  3.4532
N  0.3404  -1.7588  4.2668
O  1.5919  0.0749  3.8447
H  1.9080  -1.2702  1.7017
H  0.8759  -2.6161  1.9844
H  0.4447  -1.4599  5.2231
H  0.0975  -2.6942  4.1411
N  -0.2395  3.3900  -0.3220
C  -0.6323  3.9021  0.8147
N  -0.6591  3.0401  1.7628
O  -1.0674  5.1939  0.9643
H  -0.5266  3.9866  -1.1034
H  -0.3588  2.3500  -0.4384
H  -1.3013  3.2286  2.5795
H  -0.3641  2.0437  1.5866
C  -2.1073  0.2553  5.7747
C  -1.9559  0.5101  4.2963
O  -1.9714  -0.6494  3.5617
H  -2.4439  1.0704  6.3213
H  -1.2068  -0.0701  6.2842
H  -2.8497  -0.5687  5.9122
H  -1.0154  1.0286  4.1790
H  -2.6875  1.1508  3.8767
H  -1.1274  -1.0498  3.6788
C  -0.6927  -2.0072  -2.7491
C  -1.6875  -2.4325  -3.7829
O  -0.7693  -3.1068  -4.6613
H  0.1641  -1.5583  -3.1987
H  -0.4377  -2.7342  -2.0816
H  -1.0944  -1.2188  -2.1409
H  -2.2812  -1.5993  -4.1860
H  -2.4418  -3.0806  -3.3085
H  -0.5587  -3.8615  -4.0310
C  3.1155  -1.6159  -0.7960
C  1.8325  -0.8829  -0.5690
O  2.0703  0.0952  0.4808
H  2.9999  -2.4523  -1.4032
H  3.5533  -2.0911  0.0547
H  3.9713  -0.9538  -1.0900
H  1.0125  -1.6133  -0.2612
H  1.5420  -0.5024  -1.5329
H  2.2035  0.9822  0.1212
C  -2.1066  -2.9220  0.2456
O  -1.5487  -4.1906  0.0355
H  -2.2417  -2.3741  -0.6488
H  -1.3024  -2.4269  0.7789
H  -2.9841  -2.9796  0.8856
H  -1.1061  -4.3145  -0.7805

***

(2)
Entry from the OMol25 dataset: a cluster of 9 separate species, C12H42N12O12 in total (ωB97M-V/def2-TZVPD).

Calculated values
**Kohn-Sham gap**: 9.384 eV
**Net charge**: 0
**Total energy**: -2042.33858 Ha
**2S+1**: 1
**LUMO level**: 0.0 eV
**SMILES string**: NC(N)=O.NC(N)=O.NC(N)=O.NC(N)=O.NC(N)=O.NC(N)=O.OCCO.OCCO.OCCO
**ΔE to the lowest compared entry with this formula, charge and spin**: 165.67 kcal/mol

Atoms and positions in Å:
N  -3.5474  1.3202  -8.9904
C  -4.4089  1.5189  -9.9654
N  -5.0811  0.4694  -10.3478
O  -4.6460  2.5422  -10.6223
H  -3.5496  0.5006  -8.4002
H  -2.9139  2.0605  -8.7243
H  -5.6150  0.5727  -11.1989
H  -5.2618  -0.2238  -9.6358
N  2.3402  3.8364  10.1766
C  1.2185  3.2029  10.1496
N  0.4171  3.3341  9.0933
O  0.9663  2.4533  11.1413
H  2.5435  4.5203  9.4617
H  2.8127  3.8102  11.0688
H  0.8918  3.4935  8.2162
H  -0.5500  3.0453  9.1308
N  6.9760  2.7065  -2.8865
C  7.7979  2.7004  -3.9110
N  8.2900  1.4612  -3.9195
O  8.0662  3.6510  -4.6256
H  6.7822  1.8740  -2.3484
H  6.5876  3.6194  -2.6972
H  7.7756  0.6988  -3.5021
H  8.8960  1.3546  -4.7204
N  4.5873  -3.9513  2.4747
C  4.1117  -2.7831  2.4709
N  3.0157  -2.7475  3.0983
O  4.6439  -1.8124  1.9134
H  4.1694  -4.6153  3.1108
H  5.5440  -4.0084  2.1561
H  2.4311  -1.9344  2.9674
H  2.5161  -3.6104  3.2591
N  -2.1885  -2.6217  6.2655
C  -2.8758  -3.6666  5.8712
N  -4.1142  -3.4282  6.1785
O  -2.3815  -4.6863  5.3617
H  -2.6283  -1.7154  6.3383
H  -1.1859  -2.7003  6.1720
H  -4.3210  -2.5002  6.5193
H  -4.7931  -4.1588  6.3378
N  5.0730  4.4773  3.3918
C  4.2341  5.3538  3.9194
N  4.7857  6.5203  3.8026
O  3.1179  5.0724  4.4447
H  4.7608  3.5180  3.3425
H  5.8583  4.8256  2.8607
H  4.4146  7.2207  4.4286
H  5.7044  6.4634  3.3869
O  4.6024  -3.0326  -7.0307
C  3.2133  -2.7750  -7.3058
C  2.4603  -2.7760  -5.8972
O  1.1208  -2.7232  -6.1155
H  5.1475  -3.1319  -7.8146
H  2.9584  -1.9514  -7.9727
H  3.0738  -3.6482  -7.9431
H  2.7291  -1.9949  -5.1862
H  2.6600  -3.7305  -5.4102
H  0.5892  -2.3897  -5.3890
O  -10.6283  -1.4123  0.4044
C  -9.5733  -2.4072  0.2183
C  -9.0754  -2.2940  -1.2973
O  -8.5719  -1.0776  -1.7308
H  -11.1856  -1.6703  1.1422
H  -8.7514  -2.4554  0.9326
H  -9.9403  -3.4297  0.3070
H  -9.8004  -2.4910  -2.0869
H  -8.3220  -3.0583  -1.4880
H  -9.2035  -0.3916  -1.5026
O  -2.5146  -0.5837  -1.5119
C  -1.8270  -0.5983  -0.2546
C  -0.8609  0.6098  0.0285
O  -0.9593  1.0324  1.3955
H  -3.3284  -0.0957  -1.3665
H  -2.5564  -0.7430  0.5424
H  -1.2538  -1.5195  -0.1500
H  -1.1994  1.4636  -0.5586
H  0.1340  0.4259  -0.3772
H  -0.4042  1.8156  1.4041

***

(3)
Entry from the OMol25 dataset: a cluster of 7 separate species, C12H42N5O9 in total (ωB97M-V/def2-TZVPD).

Calculated values
**Kohn-Sham gap (alpha / beta)**: 8.145 / 2.948 eV
**Net charge**: +2
**Total energy**: -1432.44019 Ha
**2S+1**: 2
**LUMO level (alpha / beta)**: -4.9 / -10.1 eV
**⟨S²⟩**: 0.756

Atoms and positions in Å:
N  23.1619  4.2486  19.2798
H  23.3543  4.5427  18.3329
H  23.9484  4.4700  19.8736
H  23.1257  3.2402  19.3232
H  22.3503  4.6835  19.6949
N  26.1950  -0.7125  18.7263
H  26.1095  -1.7060  18.5661
H  26.9207  -0.4267  18.0845
H  26.2508  -0.2131  19.6024
H  25.3318  -0.2729  18.4404
N  22.6923  0.6520  19.3822
O  23.6001  0.3004  18.6390
O  22.3348  1.8284  19.3848
O  22.1806  -0.1987  20.0703
C  25.0759  4.2208  16.1341
C  25.4191  2.9407  16.8335
O  25.8874  3.0970  18.1389
O  23.8672  4.7910  16.4444
H  25.0443  3.8581  15.1067
H  25.7759  5.0483  16.0180
H  26.0304  2.2094  16.3048
H  24.4613  2.4231  16.8871
H  26.8317  2.9565  18.0386
H  23.5813  5.2586  15.6563
C  19.1543  0.4715  18.5640
C  18.8513  0.0321  19.9715
O  18.8898  1.0203  20.9268
O  18.0260  0.7607  17.9082
H  19.8387  -0.0716  17.9123
H  19.7750  1.3573  18.6991
H  19.5766  -0.7489  20.1996
H  17.8815  -0.4642  20.0089
H  19.7998  1.0584  21.2302
H  17.5903  1.5088  18.3232
C  20.3434  -4.4668  21.6672
C  21.7787  -3.9982  21.9307
C  22.6813  -4.9780  22.8704
O  23.9548  -4.5959  23.2317
C  24.5234  -4.8933  24.4852
N  22.4893  -3.5456  20.7832
H  20.2435  -5.4389  21.1843
H  20.0532  -3.7081  20.9404
H  19.6211  -4.4459  22.4833
H  21.6903  -3.1599  22.6218
H  22.9623  -5.7962  22.2072
H  22.1684  -5.4156  23.7269
H  24.1813  -5.8919  24.7571
H  24.3721  -4.1872  25.3017
H  25.5897  -4.7267  24.3321
H  21.9657  -2.8102  20.3303
H  23.2938  -3.2069  21.2913
C  24.1487  -2.7485  16.4037
C  25.1963  -3.6654  16.9770
C  26.5647  -3.6204  16.2515
O  26.5266  -3.8068  14.7967
C  27.2520  -4.9185  14.2725
N  25.1050  -3.4427  18.4196
H  24.2661  -1.7044  16.6936
H  23.1045  -3.0218  16.5562
H  24.1966  -2.8797  15.3227
H  24.8817  -4.7029  16.8635
H  27.1836  -4.4237  16.6514
H  27.1931  -2.7527  16.4523
H  26.8891  -5.7943  14.8105
H  28.2705  -4.9633  14.6580
H  27.1440  -5.0139  13.1921
H  25.6238  -4.1065  18.9767
H  24.1398  -3.5476  18.6982

***

(4)
Entry from the OMol25 dataset: a cluster of 9 separate species, C12H42N8O9 in total (ωB97M-V/def2-TZVPD).

Calculated values
**Kohn-Sham gap**: 8.351 eV
**Net charge**: 0
**Total energy**: -1597.54668 Ha
**2S+1**: 1
**LUMO level**: -0.3 eV
**SMILES string**: NC(N)=O.NC(N)=O.NC(N)=O.NC(N)=O.CCO.CCO.CCO.CO.CO
**ΔE to the lowest compared entry with this formula, charge and spin**: 110.63 kcal/mol

Atoms and positions in Å:
N  4.7506  -9.1037  30.0762
C  3.9998  -9.8905  30.8209
N  4.4029  -11.1075  30.8467
O  2.8145  -9.4989  31.4568
H  4.4285  -8.1070  29.9692
H  5.1729  -9.4694  29.1925
H  3.8015  -11.7954  31.2407
H  5.3427  -11.3593  30.5259
N  11.7428  -11.8918  26.5774
C  11.6399  -11.9933  27.8646
N  12.7743  -11.9270  28.4412
O  10.4224  -12.0690  28.5613
H  10.9016  -11.7712  25.9958
H  12.5530  -11.5133  26.1906
H  12.7648  -12.0961  29.4829
H  13.7468  -11.8152  28.0209
N  4.1589  -8.8488  26.6412
C  5.1761  -9.6455  26.7422
N  6.0675  -9.2240  27.6792
O  5.4387  -10.6966  25.9496
H  3.3871  -9.1690  26.0681
H  4.1140  -7.9637  27.0885
H  6.9161  -9.6997  27.8281
H  6.0316  -8.2729  28.0527
N  10.5965  -8.8907  27.0429
C  9.6121  -8.9153  27.8752
N  9.5090  -7.8389  28.5875
O  8.6665  -9.9426  28.0135
H  10.5544  -9.5402  26.2886
H  11.3459  -8.2048  27.0390
H  8.7964  -7.8006  29.2950
H  10.1337  -7.0502  28.4802
C  5.8946  -16.7140  27.8535
C  7.1979  -15.9045  27.8042
O  7.5594  -15.6112  26.5282
H  6.0427  -17.7831  27.4467
H  5.1789  -16.2278  27.2234
H  5.4700  -16.7157  28.8434
H  8.0371  -16.3556  28.1662
H  7.1543  -15.0059  28.4286
H  7.9571  -14.6904  26.5293
C  7.5103  -12.7861  24.3985
C  7.6834  -12.5481  25.8955
O  8.8178  -13.2006  26.4507
H  6.8086  -12.1015  23.9945
H  7.2122  -13.8593  24.2313
H  8.4421  -12.5544  23.8560
H  6.7510  -12.7218  26.3682
H  7.8393  -11.4814  26.0115
H  9.3206  -12.6668  26.9767
C  4.3438  -13.5546  28.3391
C  2.9073  -13.7630  27.8113
O  2.6722  -15.0940  27.4222
H  5.0148  -13.8105  27.5609
H  4.5071  -14.2390  29.1938
H  4.3494  -12.5145  28.7210
H  2.7253  -13.0792  26.9822
H  2.2492  -13.4770  28.5926
H  1.7900  -15.3270  27.6094
C  8.0762  -8.6654  31.4609
O  7.3396  -8.0801  30.4312
H  7.4449  -9.1405  32.2236
H  8.7486  -7.9345  31.9622
H  8.6558  -9.4934  31.0252
H  6.5379  -8.6301  30.2724
C  7.4629  -12.8411  29.7244
O  7.0878  -11.4671  29.8419
H  8.4365  -12.9763  30.2628
H  7.6639  -13.0611  28.6741
H  6.7533  -13.5656  30.2091
H  7.7099  -10.9860  29.3490